(1)
Computed, not measured: 17 unconnected molecules or ions with the total composition H34O17, with ωB97M-V with the def2-TZVPD basis set.

Last column: Mulliken charge in e.
Cartesian coordinates (Å):
O: 2.50835 -0.52351 -1.47041  -0.679
H: 3.25335 0.13649 -1.40041  0.255
H: 1.88835 -0.40651 -0.79141  0.177
O: -3.23365 1.82649 -0.94241  -0.693
H: -2.54965 1.94749 -1.61941  0.353
H: -2.73765 1.39849 -0.28241  0.367
O: -0.08365 -1.96051 2.85659  -0.674
H: -0.03365 -1.41851 3.59659  0.307
H: 0.70235 -1.77551 2.35159  0.274
O: -2.40865 -1.83451 -1.52741  -0.697
H: -3.32765 -1.85551 -1.50541  0.209
H: -2.14265 -2.44951 -2.22341  0.276
O: 4.02735 1.12949 1.39859  -0.740
H: 4.61935 0.89449 0.73359  0.328
H: 3.34235 0.40849 1.46359  0.428
O: 0.33835 -0.23451 -0.00041  2.086
H: 0.61635 0.31949 0.73059  -0.290
H: -0.63365 -0.21351 0.05859  -0.434
O: 2.46135 2.43049 -0.29241  -0.666
H: 3.01535 2.11549 0.47559  0.326
H: 3.00735 2.41449 -1.06741  0.241
O: 0.62735 -3.11151 -0.06141  -0.696
H: 0.71835 -2.15151 0.11259  0.045
H: -0.27465 -3.34051 0.15359  0.388
O: 0.92835 1.23149 2.48959  -0.641
H: 1.03635 2.18549 2.32959  0.292
H: 0.01735 1.22349 2.65559  0.238
O: -1.89365 0.30349 -3.12841  -0.667
H: -2.75265 0.57449 -3.49941  0.315
H: -2.05365 -0.44051 -2.54041  0.321
O: -2.27365 -0.12951 0.77959  -0.645
H: -2.50965 -0.61351 1.57659  0.264
H: -2.39665 -0.68951 0.01459  0.286
O: -1.68465 2.20549 2.28659  -0.643
H: -1.82265 1.45449 1.71459  0.399
H: -2.54465 2.34949 2.69559  0.291
O: 2.60735 -1.34051 1.72759  -0.707
H: 3.19635 -1.72751 2.38459  0.256
H: 2.97235 -1.70551 0.94559  0.317
O: 0.47435 1.63949 -2.96741  -0.704
H: -0.36465 1.57849 -3.46541  0.337
H: 0.17535 1.74449 -2.10241  0.355
O: -0.33965 2.61849 -0.50841  -0.619
H: 0.59035 2.70749 -0.36141  0.167
H: -0.86465 3.30749 -0.09241  0.295
O: -1.93465 -3.18351 1.27659  -0.631
H: -2.46265 -3.56351 1.99659  0.329
H: -1.34565 -2.57451 1.74459  0.287
O: 0.40635 -1.27351 -3.07941  -0.678
H: 1.21135 -1.18951 -2.59741  0.356
H: -0.07265 -0.43851 -3.02241  0.341

Computed properties:
Spin multiplicity   1
Electronic energy   -35360.5722 eV
LUMO   -0.1 eV
Gap between HOMO and LUMO   9.34 eV

***

(2)
Computed, not measured: 17 unconnected molecules or ions with the total composition H34O17, with ωB97M-V with the def2-TZVPD basis set.

Last column: Mulliken charge in e.
Cartesian coordinates (Å):
O: -0.74405 1.60597 -0.47732  -0.628
H: -0.15942 0.88212 -0.59903  0.358
H: -1.08370 1.13186 0.39361  0.312
O: -5.19212 2.31230 0.39634  -0.639
H: -4.52168 2.22241 -0.24586  0.321
H: -4.86082 2.56896 1.26391  0.312
O: -1.66235 2.69964 -4.82214  -0.628
H: -1.25519 2.03329 -4.18360  0.304
H: -1.35945 3.45351 -4.32599  0.322
O: 5.42117 0.09701 -0.13307  -0.612
H: 5.38739 -0.84329 0.17110  0.264
H: 5.13579 0.61739 0.64334  0.319
O: 2.80129 3.73614 2.60891  -0.620
H: 2.35705 4.33953 3.16822  0.260
H: 2.27507 2.86360 2.42339  0.362
O: -0.84209 -1.07998 3.08800  -0.635
H: -0.27967 -1.55231 3.75351  0.315
H: -1.17141 -1.94650 2.71005  0.320
O: -2.01341 -2.19946 -3.85591  -0.655
H: -1.20427 -1.62183 -3.93015  0.390
H: -2.67516 -1.45646 -3.70539  0.313
O: 0.19807 2.97595 3.72744  -0.579
H: -0.75165 3.14220 3.54816  0.307
H: 0.56779 3.67117 4.18294  0.276
O: 0.18966 -0.52046 -3.43726  -0.715
H: 1.07785 -0.33169 -3.80484  0.339
H: 0.28341 -0.71436 -2.52701  0.395
O: 4.56934 2.28487 -1.68435  -0.630
H: 3.97096 1.85202 -1.07454  0.318
H: 5.48438 2.02716 -1.67522  0.314
O: 0.22079 -1.16883 -0.72618  -0.591
H: 0.47067 -1.85675 -0.13064  0.213
H: -0.64967 -0.97481 -0.36694  0.201
O: -5.24420 -0.56841 1.61572  -0.639
H: -4.96171 0.08956 0.94802  0.356
H: -5.43568 -1.40463 1.15373  0.314
O: -4.71416 -0.46948 -1.39940  -0.592
H: -5.42318 0.09427 -1.22654  0.296
H: -4.16903 -0.07256 -2.01292  0.275
O: 3.33625 -2.86545 2.83348  -0.532
H: 3.23230 -3.70890 2.43630  0.269
H: 3.82596 -3.14248 3.61970  0.259
O: 2.48109 -0.29014 1.78523  -0.595
H: 1.44653 -0.21512 1.93041  0.327
H: 2.71020 -0.90466 2.48775  0.271
O: -1.64002 -3.52297 -1.01803  -0.603
H: -1.67119 -4.42790 -1.22417  0.268
H: -1.42164 -3.15094 -1.89188  0.339
O: 2.89752 -1.86340 -0.18402  -0.515
H: 2.27887 -1.91023 -0.89506  0.268
H: 2.48752 -1.91692 0.66820  0.331

Computed properties:
Spin multiplicity   1
Electronic energy   -35357.4553 eV
LUMO   -0.5 eV
Gap between HOMO and LUMO   10.04 eV

***

(3)
Computed, not measured: 17 unconnected molecules or ions with the total composition H34O17, with ωB97M-V with the def2-TZVPD basis set.

Last column: Mulliken charge in e.
Cartesian coordinates (Å):
O: -10.62214 17.06547 -9.29512  -0.723
H: -9.75185 16.99978 -9.66130  0.238
H: -10.47678 17.66368 -8.55925  0.345
O: -9.60287 17.32301 -12.99867  -0.669
H: -10.38394 16.85849 -12.69520  0.252
H: -9.89144 18.14647 -13.42918  0.296
O: -8.14260 18.94521 -11.25214  1.975
H: -8.86247 19.48316 -10.92496  -0.226
H: -8.42541 18.51783 -12.05595  -0.311
O: -8.68359 22.49020 -9.59686  -0.626
H: -7.91008 22.92428 -9.22033  0.301
H: -8.84796 21.73172 -8.99974  0.132
O: -9.00461 21.95166 -12.30820  -0.576
H: -9.05214 21.92143 -11.37397  0.316
H: -9.25373 22.82818 -12.46052  0.255
O: -6.02381 20.09326 -9.34321  -0.803
H: -6.00045 20.65551 -10.11725  0.274
H: -6.81411 20.28112 -8.82814  0.402
O: -6.64593 18.44789 -13.79041  -0.625
H: -5.75783 18.21686 -14.01332  0.247
H: -6.93320 18.96279 -14.57515  0.266
O: -11.31552 21.45333 -8.65893  -0.657
H: -10.66346 22.11869 -8.42103  0.342
H: -10.97483 20.94712 -9.42698  0.428
O: -7.95417 17.55784 -8.85101  -0.800
H: -7.34607 17.97577 -8.26653  0.330
H: -7.85261 18.00076 -9.67637  0.108
O: -8.38618 16.81437 -15.45181  -0.673
H: -7.50911 16.45225 -15.25140  0.337
H: -8.52021 17.16546 -14.59298  0.423
O: -9.87046 19.82924 -14.03313  -0.673
H: -10.83716 19.94375 -14.25696  0.292
H: -9.62497 20.47155 -13.39651  0.299
O: -6.24352 20.68704 -12.00783  -0.708
H: -5.72351 20.50282 -12.78670  0.287
H: -6.82351 19.97494 -11.89807  0.332
O: -6.49510 16.29296 -12.11481  -0.776
H: -6.79988 17.04301 -12.57947  0.104
H: -5.83796 16.70790 -11.65434  0.470
O: -8.65003 15.56487 -10.72529  -0.672
H: -8.56152 15.35850 -9.79073  0.288
H: -7.73982 15.81876 -11.01370  0.423
O: -10.49137 19.76669 -10.40540  -0.798
H: -10.86513 20.31558 -11.05170  0.299
H: -11.13380 19.08624 -10.29908  0.245
O: -8.33071 20.29173 -8.03227  -0.539
H: -8.07657 20.56247 -7.11349  0.251
H: -8.43626 19.37252 -8.03523  0.245
O: -4.78836 17.89904 -10.47692  -0.711
H: -5.42440 18.51714 -10.16755  0.411
H: -4.99017 17.20789 -9.87127  0.352

Computed properties:
Spin multiplicity   1
Electronic energy   -35360.2896 eV
LUMO   -0.3 eV
Gap between HOMO and LUMO   10.18 eV

***

(4)
Computed, not measured: a molecular structure, H34O21P, with ωB97M-V with the def2-TZVPD basis set.

Last column: Mulliken charge in e.
Cartesian coordinates (Å):
P: -1.14900 3.13800 -9.54900  -0.878
O: -0.03200 2.72500 -10.35100  0.037
O: -2.36800 2.22000 -9.95200  -0.976
O: -1.39500 4.50900 -9.85100  0.909
O: -0.98600 3.04400 -8.11500  -0.716
O: -1.95800 0.70400 -11.66800  -0.886
H: -1.16500 0.27200 -11.39200  0.487
H: -2.21700 1.35900 -10.91500  0.619
O: 0.06300 1.03900 -7.34300  -0.740
H: 0.09900 0.43500 -8.04700  0.674
H: -0.38900 1.86600 -7.69200  -0.082
O: -2.99400 5.71100 -8.69400  -0.987
H: -3.55400 5.14400 -8.16900  0.409
H: -2.26700 5.20400 -9.25800  0.438
O: 0.16000 0.12900 -9.91600  -0.988
H: -0.68300 0.03500 -9.44500  0.450
H: 0.33700 1.03200 -10.24500  0.443
O: 1.38700 1.70700 -11.97300  -0.772
H: 0.79300 2.18700 -11.28800  0.756
H: 2.06400 2.29500 -12.21100  0.340
O: 1.07500 4.50900 -11.85300  -0.769
H: 0.63100 3.83500 -11.37700  0.368
H: 0.44200 5.21000 -11.90400  0.423
O: -4.13800 3.67600 -10.91700  -0.833
H: -3.49800 3.11400 -10.48900  0.236
H: -3.52600 4.21500 -11.43800  0.601
O: -2.49100 5.90600 -11.65900  -0.716
H: -1.81700 6.11500 -12.34600  0.299
H: -1.95400 5.54600 -10.90500  0.025
O: -1.42300 4.92900 -6.62900  -0.822
H: -1.20100 4.11300 -7.16400  -0.007
H: -1.96900 5.47800 -7.21900  0.535
O: -2.62000 2.00500 -6.46800  -0.772
H: -1.92300 2.37000 -6.95100  0.631
H: -2.26300 1.66000 -5.66400  0.271
O: -4.63800 1.07700 -9.76800  -0.766
H: -5.07900 1.41200 -10.58500  0.401
H: -3.78600 1.43800 -9.85900  0.474
O: 0.25600 6.30500 -9.61700  -0.790
H: -0.20200 5.44000 -9.63100  -0.111
H: -0.29900 6.91000 -10.07100  0.356
O: -2.34600 0.11200 -8.49700  -0.815
H: -2.31800 0.87900 -9.09300  0.286
H: -1.96800 0.49700 -7.68000  0.467
O: -4.23700 4.22000 -6.76900  -0.836
H: -4.84400 3.91800 -7.39200  0.317
H: -3.57700 3.53700 -6.70500  0.368
O: 2.27700 2.43000 -9.17500  -0.764
H: 1.51700 2.62900 -9.77000  0.690
H: 1.82000 2.41800 -8.37900  0.333
O: -1.76700 3.04100 -12.72100  -0.831
H: -1.64200 3.61100 -11.97200  0.053
H: -1.91400 2.19200 -12.32300  0.636
O: 1.25000 4.07600 -7.17300  -0.755
H: 0.45300 3.70600 -7.60000  -0.084
H: 1.00000 4.99300 -6.99000  0.362

Computed properties:
Spin multiplicity   1
Electronic energy   -52839.7200 eV
Net charge   -3
LUMO   7.4 eV
Gap between HOMO and LUMO   8.42 eV

***

(5)
Computed, not measured: 18 unconnected molecules or ions with the total composition H36O18, with ωB97M-V with the def2-TZVPD basis set.

Last column: Mulliken charge in e.
Cartesian coordinates (Å):
O: 0.73311 -1.14777 0.42068  -0.507
H: 0.38072 -1.98086 0.00274  0.281
H: 1.67110 -1.39025 0.46337  0.281
O: -4.57208 1.43016 2.48379  -0.681
H: -3.88193 2.14421 2.60173  0.365
H: -4.56553 1.07213 3.36043  0.312
O: -1.77958 3.88996 -3.67762  -0.638
H: -2.17825 4.48846 -3.13657  0.275
H: -0.91800 3.45294 -3.98677  0.342
O: -3.14585 -0.16470 -4.43396  -0.596
H: -2.59929 -0.93463 -4.38883  0.357
H: -4.04349 -0.28936 -4.52578  0.282
O: 3.34380 -2.00817 0.56250  -0.560
H: 4.07102 -1.50614 0.77931  0.150
H: 3.32375 -2.85592 0.99082  0.347
O: 3.94682 -4.16569 -0.04151  -0.566
H: 4.67749 -4.67796 0.25693  0.264
H: 3.23866 -4.66071 -0.42318  0.295
O: -2.29322 1.22916 1.06211  -0.653
H: -1.42126 0.88568 1.33887  0.260
H: -2.95712 0.78415 1.62486  0.370
O: 1.41462 0.49734 6.42408  -0.622
H: 0.79286 1.17982 6.33776  0.303
H: 1.05610 -0.04926 5.64574  0.322
O: 2.47019 0.16743 -1.51611  -0.532
H: 2.67897 -0.73245 -1.34813  0.253
H: 3.38976 0.49088 -1.53895  0.281
O: -3.49567 -3.37388 3.20216  -0.620
H: -3.26036 -3.49843 2.27874  0.319
H: -4.11910 -3.97198 3.48724  0.302
O: -1.22459 2.72877 -1.51771  -0.466
H: -0.61449 2.44151 -2.23869  0.264
H: -1.23875 2.12662 -0.70857  0.251
O: -5.25236 2.28564 -1.63000  -0.621
H: -4.92570 2.60605 -0.78528  0.314
H: -4.75945 1.44623 -1.63952  0.302
O: 0.70968 -3.95947 -2.47466  -0.642
H: 1.28190 -3.28802 -2.15172  0.309
H: 0.57240 -3.67198 -3.41467  0.327
O: -0.58633 -1.25168 -4.58885  -0.678
H: -0.61977 -0.70587 -5.36846  0.314
H: -0.52797 -0.90951 -3.73488  0.330
O: -1.83599 4.24382 2.70535  -0.649
H: -1.99552 4.98249 1.97030  0.339
H: -1.08197 3.75308 2.45256  0.305
O: 5.22507 -0.42059 -2.43942  -0.602
H: 5.81442 -0.16120 -1.71656  0.302
H: 5.65552 -1.07349 -3.06568  0.301
O: 3.25375 -0.90930 3.66411  -0.614
H: 2.70429 -0.25888 3.21761  0.345
H: 3.68314 -0.45531 4.37578  0.310
O: 2.56776 1.30233 1.75032  -0.625
H: 1.70977 1.04215 1.30847  0.328
H: 3.36572 1.00017 1.39494  0.271

Computed properties:
Spin multiplicity   1
Electronic energy   -37435.9332 eV
LUMO   -0.3 eV
Gap between HOMO and LUMO   9.82 eV

***

For the records above, the corresponding relative energy (zero: lowest compared OMol25 entry of this formula, charge and spin) values read 138.9 439.6 166.1 595.1 634.7 kJ/mol.